{
  "formula": "C6H15F2N2O10S3Sn",
  "method": "wB97M-V/def2-TZVPD",
  "gap_ev": [5.674, 5.880],
  "total_charge": -2,
  "e_homo_ha": [-0.05161, -0.05919],
  "s2": 0.75,
  "multiplicity": 2,
  "species": ["C", "H", "O", "O", "O", "O", "C", "O", "Sn", "C", "H", "H", "H", "N", "H", "H", "H", "S", "O", "H", "H", "H", "N", "H", "F", "O", "H", "S", "S", "F", "H", "O", "C", "O", "H", "O", "C", "C", "H"],
  "xyz": [[44.9715, 7.7664, -6.0228], [45.2960, 6.3397, -2.4100], [41.2568, 7.4626, 5.4621], [44.6750, 10.6693, -0.1805], [47.0129, 8.2482, -0.2598], [48.7199, 9.6927, 0.5423], [43.9990, 7.2725, -3.7751], [44.1718, 8.1762, -4.9092], [44.4541, 8.5344, 1.9044], [44.6275, 9.6922, -2.3873], [46.9392, 10.8176, -0.4247], [46.0309, 7.6275, -3.4504], [43.9935, 6.2805, -4.2266], [44.9460, 8.3706, -1.8659], [45.7918, 8.2808, -1.3213], [45.5944, 10.0342, -2.7564], [44.0362, 9.8290, -3.2927], [47.9949, 8.4895, 0.8104], [41.8009, 5.1569, 4.5845], [46.2397, 11.8680, 0.6844], [43.7792, 11.5916, -1.9516], [45.0518, 8.4705, -6.8510], [43.2490, 7.1393, 4.0164], [46.0344, 12.2275, -0.8565], [41.2035, 6.8976, 3.0769], [44.3314, 7.6768, 6.3928], [42.9469, 10.4466, -0.9988], [41.9901, 6.6299, 4.4984], [44.1681, 6.6016, 5.3929], [45.6086, 6.8202, 4.6013], [45.9349, 7.7528, -5.5130], [44.2805, 5.1947, 5.6893], [45.9980, 11.3334, -0.2342], [47.3373, 8.5855, 2.1140], [44.8852, 6.7398, -6.3786], [48.9719, 7.3949, 0.8622], [43.9395, 10.6720, -1.3888], [45.1698, 7.3276, -2.8530], [43.0031, 7.3328, -3.3362]],
  "forces_ev_per_a": [[1.60, -0.40, 2.47], [0.33, 0.26, 0.36], [1.25, -1.39, -1.12], [2.04, 1.75, 0.37], [-1.33, -0.24, -0.38], [0.79, 3.16, -0.65], [0.73, -1.45, -2.67], [-2.00, 0.61, -0.76], [1.99, 0.12, -0.44], [0.24, 0.34, 0.30], [-0.64, -1.25, -0.21], [0.53, -0.55, -0.31], [-0.05, -0.48, -0.16], [-1.99, -1.36, -0.13], [0.36, 1.29, 1.06], [0.29, 1.29, 0.27], [-0.41, -1.22, -0.13], [2.72, -2.31, -0.78], [0.55, 3.05, 0.44], [-0.68, -0.73, 0.86], [0.66, 0.82, 0.41], [-0.73, 0.21, 0.33], [7.64, 0.53, 1.34], [-0.82, -0.15, -0.99], [0.06, 0.35, 0.61], [-1.55, -2.70, -1.58], [-0.23, -0.86, -0.63], [-11.90, -4.08, 0.19], [6.51, 2.75, -0.13], [-1.53, -0.18, 0.25], [0.90, -0.07, -0.83], [-1.16, 1.69, 0.06], [0.01, 1.27, 0.37], [-3.25, 0.23, 2.05], [-0.91, -0.16, -0.08], [-0.22, -0.85, 0.02], [1.27, -1.69, -0.01], [-1.23, 1.52, 0.10], [0.18, 0.90, 0.13]]
}